Computed, not measured: one molecule with the formula C24H19N5O2 in a non-equilibrium geometry, with ωB97M-V with the def2-TZVPD basis set.

Structure (ORCA input):
```
! wB97M-V def2-TZVPD RIJCOSX def2/J DEFGRID3
* xyz 0 1
N 2.0063 1.9619 -5.7989
C 1.5265 1.2823 -4.9506
C 0.9317 0.3724 -4.0157
C 0.7943 -0.9445 -4.4644
C 0.3352 -1.9656 -3.6242
C -0.0956 -1.6828 -2.3225
C -0.0006 -0.3482 -1.9207
C 0.4772 0.7120 -2.7205
O 0.5203 2.0000 -2.3073
C -0.2197 2.3665 -1.2184
C -1.4519 2.9911 -1.4417
C -2.2454 3.4190 -0.3590
C -1.7371 3.2282 0.9517
C -2.4904 3.6874 2.0017
C -2.0811 3.5894 3.3124
C -0.9203 2.8941 3.5685
C -0.1635 2.3737 2.5418
C -0.5148 2.5920 1.1899
C 0.2590 2.1230 0.1128
N 0.9582 1.6573 2.9368
C 0.8436 0.3163 3.2938
O 1.8536 -0.1994 3.8298
C -0.2750 -0.6243 2.7791
N 0.1250 -1.3862 1.5964
C 0.3835 -2.8182 1.7904
C 1.0289 -3.3958 0.5476
C 2.2567 -4.0332 0.5488
N 2.6130 -4.4320 -0.7440
C 1.5994 -4.0393 -1.5347
N 0.6019 -3.3716 -0.7983
C -0.5594 -2.7737 -1.4539
H 0.9700 -1.1429 -5.5157
H 0.2444 -3.0054 -4.0160
H -0.3450 -0.1685 -0.9018
H -1.8125 3.2312 -2.4380
H -3.2119 3.9049 -0.5778
H -3.4348 4.1843 1.8537
H -2.6750 3.9854 4.1207
H -0.6099 2.6766 4.5641
H 1.2173 1.6422 0.2218
H 1.6810 2.1446 3.4890
H -1.2151 -0.1109 2.5318
H -0.5765 -1.3494 3.5487
H 0.9196 -0.9479 1.1260
H 0.9903 -3.0216 2.6900
H -0.5995 -3.3005 1.9137
H 2.8700 -4.1867 1.4130
H 1.5930 -4.1801 -2.6370
H -1.0991 -3.5109 -2.0374
H -1.2660 -2.3965 -0.6755
*
```

The calculation puts the HOMO energy at -8.66 eV. The calculation puts the total energy at -36740.6963 eV. The calculation puts the HOMO-LUMO gap at 0.304 Eh.